Entry 1:
Formula: C40H53BrCl2MnN5SbSeSi2
Source: OMol25
Level of theory: ωB97M-V/def2-TZVPD

Results
- strongest force on any atom (Eh/bohr) = 0.0348
- ⟨S²⟩ = 3.975
- LUMO (alpha / beta) (eV) = -1.4 / -1.4
- HOMO-LUMO gap (alpha / beta) (eV) = 5.4 / 6.0
- HOMO level (alpha / beta) (eV) = -6.806 / -7.387

Geometry as ORCA input:
```
! wB97M-V def2-TZVPD RIJCOSX def2/J DEFGRID3
* xyz 0 4
Mn 0.921 -0.056 -0.218
Se -1.887 -4.320 -5.955
N -2.131 -4.362 -4.192
C -1.421 -3.389 -3.682
C -1.362 -3.088 -2.254
C -2.019 -3.835 -1.274
C -1.885 -3.463 0.044
C -1.122 -2.338 0.363
N -0.491 -1.631 -0.560
C -0.587 -2.012 -1.844
C 0.210 -1.234 -2.788
N 0.988 -0.270 -2.254
C 1.704 0.484 -3.075
C 1.696 0.315 -4.457
C 0.927 -0.688 -5.005
C 0.166 -1.488 -4.154
C -0.674 -2.589 -4.623
N -0.787 -2.923 -5.882
H -2.610 -4.690 -1.571
H -2.354 -4.027 0.837
H -1.019 -1.984 1.379
H 2.300 1.245 -2.606
H 2.293 0.973 -5.072
H 0.896 -0.870 -6.071
Cl 1.642 -3.310 1.853
C 1.377 -2.116 3.092
C 1.526 -2.522 4.403
C 1.352 -1.619 5.441
C 1.005 -0.313 5.134
C 0.837 0.072 3.820
Cl 0.380 1.719 3.507
C 1.038 -0.790 2.712
N 0.946 -0.399 1.441
H 1.781 -3.554 4.602
H 1.485 -1.927 6.467
H 0.869 0.425 5.912
C 3.050 -2.346 -1.368
Si 4.005 -0.825 -0.741
C 5.103 -1.433 0.653
C 5.083 -0.386 -2.228
C 2.946 0.594 -0.088
Si 3.702 2.287 -0.364
C 3.806 2.952 -2.131
C 2.867 3.639 0.628
C 5.465 2.233 0.307
H 3.579 -3.255 -1.075
H 2.968 -2.340 -2.458
H 2.048 -2.429 -0.951
H 5.757 -2.242 0.321
H 4.487 -1.814 1.470
H 5.727 -0.634 1.050
H 5.700 -1.254 -2.471
H 5.749 0.456 -2.057
H 4.480 -0.161 -3.110
H 3.062 0.525 1.002
H 2.843 3.330 -2.482
H 4.184 2.230 -2.854
H 4.497 3.798 -2.131
H 1.914 3.933 0.191
H 3.507 4.523 0.666
H 2.680 3.314 1.654
H 6.064 1.419 -0.094
H 5.447 2.122 1.393
H 5.981 3.168 0.079
C -5.270 -1.641 2.416
C -4.582 -0.726 3.422
C -3.910 -1.532 4.531
Sb -3.042 0.539 2.533
C -4.211 1.482 0.951
C -5.603 1.960 1.342
C -4.268 0.538 -0.250
C -3.112 2.130 4.028
C -2.795 3.459 3.349
C -4.380 2.210 4.869
H -5.901 -2.370 2.935
H -4.550 -2.202 1.817
H -5.909 -1.090 1.729
H -5.329 -0.067 3.864
H -3.129 -2.183 4.130
H -4.634 -2.167 5.049
H -3.439 -0.889 5.278
H -3.602 2.348 0.678
H -6.233 1.136 1.683
H -6.102 2.420 0.482
H -5.573 2.707 2.133
H -4.959 -0.286 -0.072
H -3.290 0.113 -0.480
H -4.613 1.070 -1.141
H -2.282 1.876 4.693
H -3.621 3.790 2.717
H -1.905 3.394 2.721
H -2.618 4.240 4.094
H -5.272 2.374 4.264
H -4.305 3.044 5.574
H -4.538 1.305 5.455
Br -2.893 5.460 -0.936
C -1.780 3.934 -0.761
C -1.015 3.771 0.380
C -0.218 2.641 0.506
C -0.155 1.657 -0.481
C -0.948 1.864 -1.615
C -1.753 2.988 -1.768
H -1.034 4.517 1.163
H 0.384 2.536 1.396
H -0.985 1.139 -2.420
H -2.354 3.117 -2.658
*
```



Entry 2:
Formula: C3H5IS
Source: OMol25
Level of theory: ωB97M-V/def2-TZVPD

Results
- strongest force on any atom (Eh/bohr) = 0.0713
- structure (SMILES) = C=C(C)SI
- LUMO (eV) = -0.3
- HOMO-LUMO gap (eV) = 8.2
- HOMO level (eV) = -8.448

Geometry as ORCA input:
```
! wB97M-V def2-TZVPD RIJCOSX def2/J DEFGRID3
* xyz 0 1
C -0.463 1.492 0.159
C 0.547 0.644 0.156
C 0.572 -0.850 -0.168
S 2.289 1.426 -0.193
I 3.888 -0.262 -0.003
H -0.159 2.577 0.293
H -1.431 1.113 0.014
H -0.392 -1.209 -0.069
H 0.962 -1.128 -1.086
H 1.059 -1.299 0.681
*
```



Entry 3:
Formula: C23H27N3O3S
Source: OMol25
Level of theory: ωB97M-V/def2-TZVPD

Results
- strongest force on any atom (Eh/bohr) = 0.3167
- LUMO (eV) = -0.4
- HOMO-LUMO gap (eV) = 7.5
- HOMO level (eV) = -7.870

Geometry as ORCA input:
```
! wB97M-V def2-TZVPD RIJCOSX def2/J DEFGRID3
* xyz 0 1
C -4.750 -1.675 -0.825
C -4.128 -0.352 -0.474
C -4.948 0.647 0.141
C -4.584 1.765 0.568
C -3.306 2.006 0.243
C -2.530 1.191 -0.203
N -1.255 1.478 -0.320
C -0.242 0.826 -1.189
O 0.863 1.265 -1.332
C -0.642 -0.560 -1.467
C -2.042 -0.651 -1.278
C -3.039 0.115 -0.788
H -2.293 -2.008 -1.732
C 0.363 -1.407 -1.932
N 1.044 -2.171 -1.019
C 2.271 -1.898 -0.412
N 2.926 -0.914 -1.007
H 2.220 -0.040 -1.210
C 4.344 -0.242 -0.817
H 4.847 -1.189 -0.618
C 4.328 0.352 0.524
C 3.509 1.788 0.825
H 3.416 2.062 1.766
C 4.588 2.711 0.247
H 4.499 2.934 -1.243
C 6.082 2.003 0.363
H 6.579 2.326 1.140
O 5.761 0.846 0.844
H 6.542 1.871 -0.416
H 4.626 3.612 0.593
H 2.703 1.789 0.066
H 4.026 -0.367 1.268
H 4.608 0.359 -1.529
S 3.190 -3.038 0.393
C 0.279 -3.218 -0.151
C -0.641 -2.341 0.819
C -1.888 -2.961 1.015
C -2.395 -1.967 2.358
C -1.437 -1.000 2.182
O -0.494 -1.247 1.476
H -1.264 -0.207 2.880
H -3.471 -1.914 2.846
H -2.507 -3.913 0.920
H -0.254 -3.969 -0.817
H 0.949 -3.670 0.341
H 1.218 -1.055 -2.629
H -0.085 -2.381 -2.510
H -0.709 2.375 -0.164
C -2.805 3.613 0.752
H -2.610 4.184 0.064
H -3.606 4.118 1.298
H -1.989 3.451 1.516
H -5.132 2.533 0.993
H -6.073 0.214 0.445
H -4.150 -2.544 -0.283
H -4.631 -1.711 -1.773
H -5.881 -1.825 -0.745
*
```



Entry 4:
Formula: C6H13NO
Source: OMol25
Level of theory: ωB97M-V/def2-TZVPD

Results
- strongest force on any atom (Eh/bohr) = 0.0829
- LUMO (eV) = -3.7
- HOMO-LUMO gap (eV) = 3.1
- HOMO level (eV) = -6.802

Geometry as ORCA input:
```
! wB97M-V def2-TZVPD RIJCOSX def2/J DEFGRID3
* xyz 0 1
C 0.281 -1.566 -0.073
N 1.190 -0.484 0.192
C 0.957 0.791 -0.928
C -0.444 1.084 -1.001
C -1.309 0.956 0.042
C -0.997 1.047 1.452
C 1.603 0.375 -2.110
H -0.717 -1.440 0.374
H 0.799 -2.484 0.259
H 0.058 -1.595 -1.154
H 2.118 -0.607 -0.260
H -0.470 1.672 -1.913
H -2.376 1.131 -0.261
H -1.594 1.805 2.027
H 0.063 1.264 1.527
H 1.111 0.542 -3.009
H 1.434 1.580 -0.194
H 2.332 -0.339 -2.075
H -0.932 -0.017 1.876
H -1.908 -2.019 2.883
O -1.201 -1.696 2.347
*
```



Copy entry 2 word for word.
Formula: C3H5IS
Source: OMol25
Level of theory: ωB97M-V/def2-TZVPD

Results
- strongest force on any atom (Eh/bohr) = 0.0713
- structure (SMILES) = C=C(C)SI
- LUMO (eV) = -0.3
- HOMO-LUMO gap (eV) = 8.2
- HOMO level (eV) = -8.448

Geometry as ORCA input:
```
! wB97M-V def2-TZVPD RIJCOSX def2/J DEFGRID3
* xyz 0 1
C -0.463 1.492 0.159
C 0.547 0.644 0.156
C 0.572 -0.850 -0.168
S 2.289 1.426 -0.193
I 3.888 -0.262 -0.003
H -0.159 2.577 0.293
H -1.431 1.113 0.014
H -0.392 -1.209 -0.069
H 0.962 -1.128 -1.086
H 1.059 -1.299 0.681
*
```



- Which value of strongest force on any atom does entry 1 give?
  0.0348 Eh/bohr



- Which of these has the highest strongest force on any atom?
  C23H27N3O3S